Formula: C29H73N3O9
Source: the OMol25 dataset
Level of theory: ωB97M-V/def2-TZVPD

The calculation puts the gap between HOMO and LUMO at 0.305 hartree. The SMILES is CC1(C)CCCC(C)(C)N1O.CC1(C)CCCC(C)(C)N1O.CC1(C)CCCC(C)(C)N1O.CO.CO.O.O.O.O. For the calculated total energy, the calculation gives -1989.9718 hartree. The energy above the lowest of the compared OMol25 structures with the same formula, charge and spin is 156.8 kJ/mol. The LUMO energy is 0.26 eV.

CARTESIAN COORDINATES (ANGSTROEM)
C1 1.26 -5.57 0.52
C2 -0.08 -5.31 -0.21
C3 -0.43 -6.53 -1.04
C4 -1.17 -5.10 0.84
C5 -1.06 -3.74 1.53
C6 -1.22 -2.61 0.52
C7 -0.25 -2.74 -0.67
C8 -0.74 -1.91 -1.86
C9 1.07 -2.08 -0.20
N1 -0.10 -4.14 -1.10
O1 0.80 -4.24 -2.19
H1 2.10 -5.71 -0.17
H2 1.56 -4.70 1.11
H3 1.18 -6.36 1.26
H4 0.41 -6.75 -1.72
H5 -0.65 -7.38 -0.39
H6 -1.27 -6.47 -1.74
H7 -2.11 -5.21 0.29
H8 -1.14 -5.88 1.60
H9 -1.84 -3.72 2.29
H10 -0.09 -3.67 2.01
H11 -1.00 -1.71 1.10
H12 -2.23 -2.54 0.11
H13 0.05 -1.83 -2.59
H14 -1.13 -0.96 -1.49
H15 -1.65 -2.35 -2.29
H16 1.80 -1.93 -1.00
H17 1.55 -2.78 0.50
H18 1.01 -1.13 0.32
H19 1.69 -4.24 -1.80
C10 5.83 -0.58 0.40
C11 5.19 -0.62 -1.02
C12 4.58 -2.03 -1.26
C13 3.97 0.34 -0.93
C14 3.42 0.70 -2.30
C15 4.54 1.08 -3.29
C16 5.77 0.17 -3.35
C17 5.46 -1.00 -4.29
C18 6.95 0.99 -3.95
N2 6.17 -0.25 -2.01
O2 7.36 -1.00 -1.95
H20 5.40 -1.28 1.12
H21 6.90 -0.78 0.40
H22 5.71 0.43 0.80
H23 4.07 -2.44 -0.39
H24 3.99 -2.04 -2.16
H25 5.36 -2.79 -1.44
H26 3.29 -0.25 -0.32
H27 4.14 1.26 -0.36
H28 2.85 -0.16 -2.70
H29 2.74 1.55 -2.31
H30 4.89 2.07 -2.96
H31 4.06 1.18 -4.26
H32 5.37 -0.72 -5.34
H33 4.51 -1.49 -4.06
H34 6.25 -1.75 -4.18
H35 7.54 0.28 -4.52
H36 7.55 1.44 -3.16
H37 6.69 1.86 -4.54
H38 7.02 -1.90 -2.09
C19 -6.26 1.86 1.40
C20 -5.94 1.63 2.87
C21 -6.80 2.57 3.74
C22 -6.30 0.20 3.30
C23 -5.22 -0.83 3.02
C24 -3.94 -0.49 3.81
C25 -3.45 0.91 3.35
C26 -2.52 1.38 4.45
C27 -2.68 0.72 2.04
N3 -4.52 1.89 3.18
O3 -4.06 3.11 2.65
H39 -7.18 1.34 1.12
H40 -6.45 2.93 1.25
H41 -5.51 1.59 0.65
H42 -7.83 2.19 3.73
H43 -6.60 2.41 4.80
H44 -6.76 3.64 3.54
H45 -6.53 0.21 4.37
H46 -7.19 -0.13 2.75
H47 -5.60 -1.77 3.44
H48 -5.06 -0.94 1.95
H49 -3.22 -1.26 3.53
H50 -4.10 -0.55 4.89
H51 -1.80 0.62 4.75
H52 -3.15 1.64 5.31
H53 -2.03 2.34 4.27
H54 -3.14 0.04 1.31
H55 -1.72 0.27 2.30
H56 -2.47 1.65 1.51
H57 -4.31 3.09 1.71
C28 -0.35 1.97 -1.41
O4 -1.70 1.84 -1.00
H58 0.02 1.03 -1.80
H59 -0.25 2.75 -2.17
H60 0.25 2.24 -0.54
H61 -1.97 2.46 -0.32
C29 0.98 5.64 -1.50
O5 2.29 5.58 -0.94
H62 0.98 5.18 -2.50
H63 0.23 5.11 -0.93
H64 0.75 6.67 -1.77
H65 2.77 6.37 -1.19
O6 -2.34 6.25 -0.31
H66 -2.98 6.86 0.05
H67 -2.44 5.42 0.20
O7 1.45 3.80 1.29
H68 2.25 3.66 1.80
H69 1.71 4.48 0.63
O8 -3.10 1.94 -3.56
H70 -2.68 2.02 -2.68
H71 -3.75 1.24 -3.45
O9 -1.49 3.93 1.07
H72 -0.54 4.10 0.95
H73 -1.68 4.25 1.96